(1)
ORCA calculation (ωB97M-V with the def2-TZVPD basis set) on a 12-piece molecular cluster, C45H136N18O12P6 overall in a non-equilibrium geometry.

Computed properties:
SMILES: CN(C)P(=O)(N(C)C)N(C)C.CN(C)P(=O)(N(C)C)N(C)C.CN(C)P(=O)(N(C)C)N(C)C.CN(C)P(=O)(N(C)C)N(C)C.CN(C)P(=O)(N(C)C)N(C)C.CN(C)P(=O)(N(C)C)N(C)C.C1CCOC1.CO.CO.CO.CO.CO
HOMO-LUMO gap: 0.308 Eh

The geometry in XYZ format:
```
217
Properties=species:S:1:pos:R:3:forces:R:3
C -5.534 -1.330 6.469 0.14 2.73 -0.30
N -4.731 -2.024 5.450 -0.62 0.58 -0.50
C -4.265 -3.331 5.929 -2.65 0.03 0.63
P -4.738 -1.866 3.744 0.46 1.57 1.50
O -3.400 -2.277 3.248 -0.03 -0.28 -0.28
N -5.898 -2.821 3.082 0.07 1.81 1.23
C -7.291 -2.718 3.599 0.92 -1.02 -0.81
C -5.610 -3.412 1.807 -2.09 -1.64 -0.11
N -5.162 -0.239 3.447 0.15 -1.34 0.20
C -4.425 0.834 4.120 0.00 -1.36 0.74
C -5.501 -0.009 2.032 -0.33 0.66 1.41
H -6.519 -1.743 6.668 0.08 -0.52 0.28
H -5.754 -0.214 6.298 0.25 -1.59 -0.89
H -4.939 -1.126 7.385 -0.23 -1.14 -0.18
H -4.999 -4.162 5.708 0.55 0.70 0.09
H -4.241 -3.236 7.015 0.47 -0.28 -0.05
H -3.350 -3.582 5.506 1.74 -0.39 -0.59
H -7.523 -3.769 3.764 -0.84 0.11 0.33
H -7.432 -2.114 4.494 0.69 -0.21 0.16
H -7.973 -2.278 2.888 -0.16 0.00 -0.61
H -5.990 -4.449 1.879 -0.06 0.27 -0.50
H -6.096 -2.910 0.958 0.02 -0.05 0.14
H -4.578 -3.522 1.612 1.08 0.34 0.10
H -3.507 1.097 3.567 -0.53 0.48 0.06
H -5.143 1.639 4.356 0.76 0.05 -0.31
H -4.082 0.350 5.060 -0.09 0.82 -0.36
H -4.635 0.374 1.498 0.05 -0.04 -0.34
H -6.338 0.711 1.992 0.38 -0.26 -0.25
H -5.815 -0.977 1.703 -0.29 -0.11 -0.99
C 5.428 -4.385 -2.237 -2.04 0.37 -0.37
N 4.599 -3.668 -1.306 -1.04 0.21 1.57
C 4.307 -2.315 -1.670 1.15 0.48 -0.98
P 4.482 -4.039 0.347 -0.74 1.34 -1.65
O 4.922 -5.417 0.524 0.90 -0.99 0.75
N 5.321 -2.836 1.157 -0.10 -1.27 0.36
C 6.719 -3.114 1.450 0.36 1.94 0.64
C 4.893 -1.472 1.409 0.11 -0.41 -0.66
N 2.864 -3.745 0.696 -1.11 -0.18 -0.10
C 1.844 -4.135 -0.334 -0.05 0.38 1.40
C 2.374 -4.128 2.080 0.42 0.07 -1.10
H 5.588 -5.329 -1.802 0.72 -1.27 0.33
H 6.312 -3.824 -2.434 1.03 0.20 -0.38
H 4.828 -4.532 -3.163 0.61 0.11 0.21
H 3.972 -2.296 -2.712 0.00 0.10 -0.06
H 5.233 -1.684 -1.602 -0.61 -0.14 -0.09
H 3.528 -1.854 -1.091 -0.35 0.08 0.52
H 6.947 -4.139 1.370 0.10 -1.25 -0.38
H 7.390 -2.523 0.770 -0.35 -0.43 0.56
H 6.956 -2.845 2.519 -0.20 0.02 -0.94
H 5.279 -1.208 2.378 0.14 0.47 0.47
H 5.297 -0.778 0.635 -0.39 -0.31 0.56
H 3.807 -1.447 1.458 -0.03 0.27 -0.20
H 2.100 -3.969 -1.363 0.75 0.07 -0.27
H 1.569 -5.188 -0.206 -0.15 0.07 -0.04
H 0.995 -3.469 -0.143 -0.17 -0.47 0.03
H 2.862 -3.469 2.775 0.55 -0.10 0.55
H 2.559 -5.195 2.260 0.23 0.26 0.19
H 1.304 -3.967 2.272 0.11 0.20 -0.85
C 0.069 -0.325 -6.970 2.08 -0.47 0.04
N -0.058 -1.719 -6.543 -1.59 0.46 -0.48
C -1.307 -2.362 -6.936 -1.21 1.79 -0.74
P 0.988 -2.352 -5.467 -0.79 -1.01 -1.04
O 2.214 -1.578 -5.477 1.73 1.00 0.46
N 0.327 -2.516 -3.997 0.54 -0.63 1.09
C 0.717 -1.679 -2.924 0.68 1.40 1.96
C -0.785 -3.361 -3.699 -1.62 1.60 -0.23
N 1.048 -3.928 -5.995 0.58 0.03 -0.05
C 1.178 -4.178 -7.426 -0.22 -0.52 0.40
C 2.001 -4.756 -5.225 -0.81 1.26 -0.37
H -0.514 0.372 -6.396 -0.42 0.29 0.38
H -0.188 -0.236 -8.015 -0.26 -0.04 -0.41
H 1.168 -0.075 -6.885 -1.27 -0.02 0.01
H -1.389 -3.395 -6.722 0.38 -1.01 0.61
H -1.311 -2.297 -8.039 -0.51 0.05 0.25
H -2.292 -1.891 -6.545 1.67 -0.31 -0.43
H 1.588 -1.084 -3.215 0.13 -0.35 0.17
H -0.010 -0.924 -2.619 -0.65 0.12 -0.43
H 0.874 -2.160 -1.909 0.22 -0.19 -1.41
H -0.751 -3.694 -2.684 0.04 -0.28 0.63
H -1.710 -2.758 -3.839 0.09 -0.29 0.47
H -0.904 -4.154 -4.376 0.29 -1.28 -0.88
H 1.129 -5.269 -7.455 0.26 0.05 -0.77
H 0.352 -3.781 -7.987 -0.43 0.08 -0.09
H 2.069 -3.774 -7.902 0.45 -0.17 0.18
H 1.732 -4.594 -4.197 -0.08 -0.65 0.66
H 3.010 -4.372 -5.320 0.47 -0.21 -0.32
H 1.884 -5.759 -5.600 0.24 -0.51 0.39
C -2.561 2.873 6.206 1.85 0.39 3.40
N -1.505 2.465 5.298 -0.51 -0.98 1.14
C -1.261 3.465 4.330 -1.96 1.13 -2.37
P -0.317 1.368 5.653 0.39 -1.04 -1.73
O 0.690 1.334 4.548 -0.65 0.01 0.27
N 0.286 1.825 7.083 0.08 -0.17 0.33
C 1.377 1.014 7.535 2.14 0.45 -0.24
C 0.547 3.220 7.309 -0.94 -0.44 2.61
N -0.846 -0.190 5.991 0.12 0.68 -0.67
C -1.882 -0.392 7.006 1.44 -1.41 0.33
C -1.066 -1.075 4.829 -1.27 -0.18 0.21
H -3.443 3.129 5.713 -1.40 0.39 -1.03
H -2.204 3.796 6.822 -0.74 -1.04 -1.17
H -2.808 2.175 7.055 0.37 0.13 -1.27
H -1.460 4.459 4.729 0.27 0.20 0.33
H -1.997 3.399 3.467 0.71 -0.10 0.86
H -0.302 3.436 3.886 1.07 -0.23 -0.17
H 1.336 -0.001 7.184 -0.50 -0.47 0.26
H 2.361 1.370 7.096 -0.86 -0.04 0.45
H 1.456 1.115 8.611 0.08 -0.36 0.31
H 1.420 3.615 6.854 0.91 0.28 -0.76
H -0.338 3.783 7.089 -0.11 0.53 -0.24
H 0.684 3.246 8.423 0.06 0.62 -0.80
H -2.851 -0.408 6.535 -0.60 0.10 0.13
H -1.689 -1.392 7.494 -0.38 0.78 -0.52
H -1.763 0.334 7.797 -0.25 0.32 0.08
H -0.422 -0.946 3.964 0.48 0.35 0.45
H -2.092 -0.885 4.455 0.51 -0.43 0.13
H -1.010 -2.135 5.157 -0.03 0.57 -0.13
C 5.190 1.954 0.185 -2.49 0.85 1.12
N 4.617 3.078 -0.615 1.09 -0.37 1.66
C 4.221 4.191 0.249 -0.06 0.03 0.73
P 4.239 3.216 -2.212 0.85 -1.13 -0.30
O 2.830 3.451 -2.521 -1.31 0.10 0.01
N 5.118 4.522 -2.707 0.35 -1.04 0.89
C 6.546 4.525 -2.398 0.41 2.42 0.12
C 4.703 5.162 -3.936 2.67 -1.23 -1.08
N 4.845 1.827 -2.985 0.56 1.88 1.06
C 5.762 2.014 -4.096 -2.24 -1.03 -0.84
C 3.981 0.682 -3.132 0.18 -0.11 -0.51
H 5.404 1.121 -0.412 0.25 -1.05 -1.14
H 4.335 1.639 0.913 1.68 0.35 -0.90
H 6.109 2.188 0.761 -0.55 0.40 -0.33
H 4.041 5.071 -0.328 0.04 0.61 -0.56
H 4.975 4.461 1.033 -0.27 -0.50 -0.77
H 3.277 4.021 0.781 0.07 -0.40 0.02
H 6.885 3.875 -1.595 -0.49 -0.50 -0.23
H 7.151 4.392 -3.309 -0.05 -0.11 0.38
H 6.798 5.546 -2.004 -0.01 -0.60 -0.42
H 4.063 4.502 -4.520 -0.05 0.18 -0.08
H 4.276 6.108 -3.834 -0.95 1.49 0.51
H 5.689 5.323 -4.462 -1.16 -0.06 -0.22
H 5.232 2.145 -5.067 0.03 -0.63 0.30
H 6.333 2.869 -4.069 1.32 1.70 0.69
H 6.390 1.161 -4.104 0.78 -0.86 -0.48
H 3.229 0.911 -3.917 0.19 -0.65 0.33
H 3.490 0.484 -2.172 -0.05 -0.19 -0.24
H 4.646 -0.170 -3.423 -0.93 0.46 0.17
C 0.189 2.001 -3.973 0.66 -0.14 -1.82
N -0.781 3.062 -3.735 2.47 1.12 0.43
C -0.080 4.430 -3.686 0.22 -2.64 -0.88
P -2.350 3.021 -4.139 -1.70 0.83 -0.28
O -2.999 4.328 -3.887 0.15 0.20 -0.34
N -2.416 2.415 -5.740 -0.68 0.92 -1.37
C -3.784 2.418 -6.438 0.40 0.99 2.74
C -1.509 3.164 -6.662 -0.29 -0.11 0.29
N -3.142 1.897 -3.247 0.55 -1.09 -1.37
C -4.042 2.161 -2.202 -1.17 -0.20 2.39
C -2.763 0.501 -3.369 -1.23 -0.33 0.65
H 0.621 2.087 -5.025 -0.61 -0.27 0.81
H -0.175 0.976 -3.856 -0.23 0.39 0.02
H 1.097 2.115 -3.394 -0.12 0.24 0.73
H 0.770 4.343 -3.031 0.25 -0.16 0.28
H -0.759 5.125 -3.329 -1.28 1.39 0.48
H 0.297 4.697 -4.682 -0.16 0.04 0.07
H -4.120 3.474 -6.405 0.15 -0.32 -0.76
H -3.716 2.002 -7.446 -0.09 -0.06 0.39
H -4.524 1.969 -5.740 0.49 -0.48 -0.81
H -1.781 4.214 -6.943 -0.34 -0.79 0.44
H -0.551 3.212 -6.197 0.78 0.10 0.16
H -1.399 2.583 -7.574 -0.05 -0.02 -0.16
H -3.603 2.139 -1.183 0.33 0.24 -0.36
H -4.624 3.069 -2.255 0.29 0.49 -0.50
H -4.794 1.361 -2.099 0.10 -0.03 -0.54
H -1.997 0.214 -2.633 -0.10 -0.12 -0.30
H -2.512 0.295 -4.396 0.59 -0.20 -0.26
H -3.696 -0.073 -3.169 0.69 -0.01 0.01
C 0.198 -0.606 1.041 1.01 1.50 1.70
C 1.186 0.288 0.239 -1.38 1.24 -1.02
C 0.339 1.621 0.064 -0.33 -0.21 0.01
O -1.060 1.192 0.114 0.92 1.00 -0.12
C -1.129 0.210 1.088 0.23 -2.32 0.89
H 0.520 -0.697 2.114 0.12 -0.02 -1.02
H 0.120 -1.595 0.661 -0.32 -0.68 -0.56
H 1.414 -0.104 -0.765 -0.19 -0.10 0.33
H 2.126 0.555 0.698 0.18 -0.21 0.50
H 0.403 2.200 -0.897 0.44 -0.63 0.91
H 0.511 2.279 0.954 0.08 -0.38 -0.67
H -1.918 -0.473 0.794 -0.53 0.03 0.21
H -1.265 0.506 2.171 -0.11 0.55 -1.17
C 4.079 2.462 3.697 -0.70 0.87 -2.99
O 3.165 1.406 3.357 1.45 0.69 0.25
H 4.895 2.461 2.919 -0.67 -0.17 0.98
H 3.595 3.467 3.579 0.13 -0.63 0.04
H 4.492 2.468 4.663 0.55 -0.62 1.45
H 2.429 1.464 3.970 -0.80 -0.18 0.16
C -1.337 4.439 0.153 -3.01 0.00 -1.37
O -2.302 3.607 0.822 0.08 -0.65 0.31
H -0.377 3.998 0.295 0.86 0.46 -0.18
H -1.711 4.502 -0.927 1.21 -0.16 1.04
H -1.535 5.437 0.555 0.78 -0.12 0.14
H -2.118 2.660 0.626 0.17 0.66 -0.10
C -3.225 -3.554 -0.757 0.60 -0.93 -1.01
O -1.887 -3.107 -0.643 0.20 0.31 0.00
H -3.947 -2.748 -0.624 0.02 0.03 -0.15
H -3.331 -4.073 -1.752 -0.29 0.67 0.77
H -3.338 -4.309 0.008 -0.65 -0.24 0.20
H -1.536 -3.593 0.114 0.16 0.24 0.28
C -5.344 4.229 1.392 -1.07 -0.32 0.02
O -4.384 4.161 2.434 -0.39 0.05 -0.26
H -5.226 5.104 0.754 0.37 0.03 -0.21
H -5.344 3.312 0.771 0.16 0.37 0.09
H -6.397 4.330 1.764 0.98 -0.19 0.31
H -3.531 4.022 1.970 -0.19 0.01 0.11
C -1.669 -5.436 2.709 -0.39 1.37 -0.35
O -1.755 -4.173 2.036 -0.47 0.73 0.70
H -2.666 -5.808 2.908 -0.32 -0.41 -0.08
H -1.163 -6.021 1.960 0.34 -0.83 0.40
H -1.172 -5.348 3.682 0.37 -0.17 -0.31
H -2.313 -3.526 2.553 0.49 -0.54 -0.46
```
Forces are in eV/Å.

(2)
ORCA calculation (ωB97M-V with the def2-TZVPD basis set) on C4H15N2O as an isolated structure in a non-equilibrium geometry.

Computed properties:
net charge: +1
ΔE to the lowest compared entry with this formula, charge and spin: 878.2 kJ/mol
HOMO-LUMO gap: 0.202 Eh

The geometry in XYZ format:
```
22
Properties=species:S:1:pos:R:3:forces:R:3
N 0.833 -1.541 -0.112 -1.56 2.08 -0.02
C -0.172 -0.494 -0.513 0.12 -3.11 0.16
C -1.422 -1.082 -1.161 0.16 -2.57 0.14
C -0.647 0.455 0.648 0.10 1.35 2.26
N -1.348 1.705 0.329 2.11 -1.03 -2.54
C -0.516 2.919 0.415 1.22 1.77 0.47
H 0.315 0.035 -1.312 0.72 1.58 -0.14
H 1.755 -1.175 0.133 -0.24 -0.01 -0.25
H 0.598 -2.221 0.618 -0.46 0.27 -0.66
H -0.904 1.454 -2.116 -0.37 0.67 2.29
H -1.696 -1.992 -0.510 0.13 1.20 -1.15
H -2.316 -0.421 -1.161 0.77 -0.26 -0.34
H -1.092 -1.471 -2.195 -1.04 0.60 1.53
H 0.293 0.710 1.141 -0.06 0.11 0.27
H -1.283 -0.159 1.405 0.71 0.92 -1.68
H -1.117 2.096 -0.876 -1.16 -2.60 -1.61
H 0.472 2.973 -0.143 -1.07 -0.59 0.44
H -0.213 3.222 1.405 -0.16 -0.49 0.91
H -1.148 3.735 0.068 0.08 0.10 -0.16
H 2.916 -2.794 2.013 -0.57 -0.52 1.73
H 3.392 -3.376 0.728 0.29 -1.67 -0.96
O 3.302 -2.578 1.195 0.28 2.20 -0.70
```
Forces are in eV/Å.